{
  "formula": "C7H17N2S",
  "method": "ωB97M-V/def2-TZVPD",
  "charge": 1,
  "lumo_energy_ev": -3.64,
  "spin_multiplicity": 1,
  "orbital_gap_ev": 9.6824,
  "e_above_lowest_ev": 1.665,
  "max_force_ev_per_a": 4.36,
  "homo_ev": -13.32,
  "symbols": ["C", "C", "C", "C", "C", "C", "C", "N", "N", "S", "H", "H", "H", "H", "H", "H", "H", "H", "H", "H", "H", "H", "H", "H", "H", "H", "H"],
  "coordinates": [[1.273, 1.351, -0.321], [0.142, 1.923, 0.532], [-1.825, 0.462, 0.303], [1.435, -0.179, -0.287], [1.900, -0.500, 1.166], [2.504, -0.634, -1.349], [-3.965, -1.384, 0.382], [0.129, -0.846, -0.489], [-1.208, 1.559, -0.105], [-3.165, -0.079, -0.581], [1.090, 1.663, -1.439], [2.259, 1.683, 0.044], [0.159, 1.657, 1.533], [0.173, 2.947, 0.400], [-1.371, -0.016, 1.143], [1.405, 0.141, 1.820], [2.935, -0.497, 1.156], [1.704, -1.541, 1.448], [2.571, -1.672, -1.262], [3.425, -0.196, -1.247], [2.114, -0.350, -2.246], [-3.660, -2.394, 0.205], [-4.957, -1.310, 0.121], [-3.807, -1.132, 1.405], [0.124, -1.741, -0.074], [-1.613, 2.073, -0.822], [0.229, -0.987, -1.438]],
  "forces_ev_per_angstrom": [[-0.06, -0.51, -1.97], [-0.97, -0.94, -3.80], [0.69, 1.24, -1.39], [0.87, -0.15, 1.93], [-1.00, -1.96, -2.23], [-2.77, 0.14, 2.86], [2.02, 0.37, 0.45], [0.92, 1.46, 0.73], [0.94, -2.19, 3.65], [-0.12, -0.14, -0.29], [0.55, -0.20, 2.07], [-0.50, 0.60, -0.36], [-0.25, -0.55, 1.85], [0.18, 2.23, 0.32], [-0.37, -0.38, 0.53], [-0.25, 0.95, 1.52], [2.12, 0.84, 0.58], [-0.42, 0.11, -0.11], [0.33, -1.76, -0.14], [2.26, 1.15, 0.56], [-0.91, 0.49, -2.88], [0.67, -0.39, -0.44], [-2.37, 0.31, -0.38], [-0.23, 0.03, 0.85], [0.25, -1.26, 0.55], [-0.47, 1.31, -1.61], [-1.10, -0.82, -2.85]]
}

{
  "formula": "C5H11N",
  "method": "ωB97M-V/def2-TZVPD",
  "charge": 0,
  "lumo_energy_ev": 1.22,
  "spin_multiplicity": 1,
  "orbital_gap_ev": 10.2349,
  "e_above_lowest_ev": 2.244,
  "max_force_ev_per_a": 3.46,
  "homo_ev": -9.01,
  "symbols": ["C", "C", "C", "C", "C", "H", "H", "H", "H", "H", "H", "H", "H", "H", "H", "H", "N"],
  "coordinates": [[-0.762, 0.362, 1.801], [-0.551, -0.278, 0.498], [-1.432, 0.156, -0.710], [-0.056, -0.152, -1.479], [1.991, -0.253, -0.096], [-0.759, 1.454, 1.762], [0.146, 0.136, 2.465], [-1.618, -0.017, 2.347], [-0.563, -1.369, 0.726], [-1.620, 1.189, -0.679], [-2.382, -0.362, -0.960], [0.209, 0.383, -2.450], [-0.048, -1.348, -1.645], [1.962, -1.363, 0.103], [2.599, -0.123, -1.119], [2.429, 0.349, 0.851], [0.645, 0.294, -0.211]],
  "forces_ev_per_angstrom": [[1.62, 0.63, 2.42], [-0.19, 0.66, 0.31], [1.37, -2.34, -0.59], [-1.10, -0.53, -0.54], [1.07, 0.65, 1.04], [-0.37, -0.07, -0.21], [-1.12, 0.11, -0.73], [-0.32, 0.04, -0.02], [0.37, 0.26, -0.98], [-0.07, 1.42, 0.13], [0.87, -0.07, 0.15], [-0.26, -0.63, 1.32], [0.39, 2.48, 0.31], [0.21, 0.86, 0.00], [-1.30, 0.15, 2.49], [-0.20, -1.70, -2.38], [-0.98, -1.92, -2.70]]
}

{
  "formula": "C24H30F9NO7",
  "method": "ωB97M-V/def2-TZVPD",
  "charge": 0,
  "lumo_energy_ev": 0.26,
  "spin_multiplicity": 1,
  "orbital_gap_ev": 8.4717,
  "max_force_ev_per_a": 8.90,
  "homo_ev": -8.21,
  "symbols": ["C", "C", "C", "C", "C", "C", "C", "C", "C", "N", "C", "O", "C", "C", "H", "H", "H", "H", "H", "H", "H", "H", "H", "H", "H", "H", "H", "H", "H", "C", "C", "O", "C", "O", "C", "F", "F", "F", "H", "H", "H", "H", "H", "C", "C", "O", "C", "O", "C", "F", "F", "F", "H", "H", "H", "H", "H", "C", "C", "O", "C", "O", "C", "F", "F", "F", "H", "H", "H", "H", "H"],
  "coordinates": [[2.713, -1.283, 3.967], [2.526, -1.193, 2.337], [1.091, -1.026, 1.539], [1.113, -0.912, -0.112], [2.454, -0.951, -1.055], [3.907, -1.119, -0.247], [5.373, -1.135, -1.008], [5.890, 0.418, -1.106], [7.511, 0.711, -1.354], [8.133, 1.480, -0.169], [6.993, 2.404, 0.304], [7.030, 3.680, 0.699], [5.724, 1.367, 0.242], [3.887, -1.240, 1.420], [2.165, -0.360, 4.485], [3.861, -1.152, 4.261], [2.326, -2.282, 4.451], [0.101, -0.964, 2.167], [0.076, -0.793, -0.648], [2.433, -0.850, -2.240], [5.200, -1.622, -2.084], [6.100, -1.853, -0.421], [5.127, 0.895, -1.890], [8.098, -0.279, -1.613], [7.459, 1.561, -2.159], [8.081, 0.726, 0.578], [4.626, 1.767, 0.303], [5.849, 0.745, 1.246], [4.938, -1.352, 1.925], [1.222, -0.428, -8.123], [1.570, -1.787, -7.546], [2.876, -1.763, -6.951], [2.951, -1.257, -5.678], [1.983, -0.834, -5.052], [4.383, -1.338, -5.151], [5.307, -0.926, -6.067], [4.732, -2.611, -4.807], [4.586, -0.574, -4.041], [1.998, -0.097, -8.821], [0.264, -0.464, -8.649], [1.157, 0.331, -7.338], [1.601, -2.529, -8.350], [0.817, -2.125, -6.825], [-2.682, 3.766, -0.362], [-3.114, 3.498, 1.067], [-3.757, 2.219, 1.168], [-2.927, 1.131, 1.266], [-1.701, 1.205, 1.266], [-3.740, -0.154, 1.418], [-4.791, -0.219, 0.551], [-4.270, -0.281, 2.668], [-3.002, -1.279, 1.201], [-3.530, 3.666, -1.046], [-2.266, 4.773, -0.459], [-1.924, 3.046, -0.689], [-3.850, 4.248, 1.374], [-2.272, 3.569, 1.765], [-6.748, -0.552, 4.258], [-8.082, -0.966, 3.667], [-9.032, -1.242, 4.708], [-9.665, -0.152, 5.250], [-9.457, 1.006, 4.898], [-10.680, -0.591, 6.305], [-10.185, -1.539, 7.152], [-11.801, -1.130, 5.746], [-11.104, 0.435, 7.095], [-6.390, -1.305, 4.967], [-5.999, -0.422, 3.471], [-6.835, 0.389, 4.811], [-7.958, -1.894, 3.098], [-8.470, -0.212, 2.972]],
  "forces_ev_per_angstrom": [[0.15, 0.85, -0.09], [0.44, 0.21, -3.98], [4.17, -0.10, -1.92], [2.59, -0.29, 1.44], [0.75, -0.33, 4.86], [-3.20, -0.08, 2.11], [-1.17, -0.22, 0.53], [-0.32, 0.93, 0.91], [-1.31, 1.05, -1.26], [-1.99, -0.72, 0.75], [-0.95, 3.72, 1.14], [0.14, -8.50, -2.65], [-1.12, -0.41, 0.81], [-3.10, 0.43, -2.11], [1.02, -2.11, -1.20], [-2.48, -0.41, -0.88], [0.67, 1.98, -1.20], [2.13, -0.11, -1.64], [2.26, -0.25, 1.20], [-0.12, -0.24, 2.91], [0.55, 1.31, 2.43], [-1.40, 1.59, -1.01], [2.19, -0.85, 1.38], [-0.99, 2.40, 0.42], [0.70, -2.21, 0.85], [0.54, 1.30, -0.63], [2.33, -0.28, -0.10], [-0.16, 1.13, -2.05], [-2.29, 0.17, -0.91], [0.15, 0.33, 0.15], [-0.78, 0.07, -0.42], [0.75, 0.45, 1.94], [-3.19, 0.14, -0.86], [2.65, -0.88, -0.98], [2.50, 0.01, 0.71], [-1.17, -0.28, 0.58], [-0.73, 0.91, -0.37], [-0.74, -0.55, -1.16], [-0.14, -0.16, 0.00], [0.13, -0.05, 0.07], [-0.10, -0.17, -0.07], [0.34, 0.08, 0.27], [0.30, 0.16, 0.05], [0.09, -0.30, -0.24], [0.38, 0.81, -0.16], [0.62, -1.98, 0.38], [2.07, 2.67, -0.16], [-2.94, -0.80, 0.06], [-1.12, -2.27, -0.16], [1.01, 0.43, 0.64], [1.04, 0.53, -1.01], [-0.35, 1.48, 0.19], [0.04, 0.14, 0.15], [-0.07, -0.12, 0.06], [-0.02, 0.16, 0.14], [-0.08, -0.43, 0.01], [-0.14, -0.27, -0.16], [0.00, 0.19, 0.23], [0.68, 0.17, -0.49], [-1.43, 1.11, 1.03], [1.99, 1.27, -2.32], [-0.88, -2.60, 1.22], [-1.65, -0.60, 1.99], [-0.05, 0.84, -0.95], [1.10, 0.52, 0.01], [0.73, -0.73, -1.11], [-0.04, -0.02, -0.19], [-0.57, -0.10, 0.35], [-0.04, -0.07, -0.17], [-0.28, 0.03, 0.32], [-0.06, -0.05, 0.33]]
}

{
  "formula": "C48H73N6OP3RbSSi2",
  "method": "ωB97M-V/def2-TZVPD",
  "charge": -1,
  "lumo_energy_ev": 1.95,
  "spin_multiplicity": 1,
  "orbital_gap_ev": 5.2826,
  "e_above_lowest_ev": 0.000,
  "max_force_ev_per_a": 1.90,
  "homo_ev": -3.33,
  "symbols": ["Rb", "C", "C", "C", "P", "C", "C", "C", "C", "C", "C", "C", "C", "C", "Si", "C", "C", "C", "C", "C", "C", "P", "C", "C", "C", "C", "C", "C", "C", "C", "C", "C", "C", "C", "P", "C", "C", "C", "C", "C", "C", "H", "H", "H", "H", "H", "H", "H", "H", "H", "H", "H", "H", "H", "H", "H", "H", "H", "H", "H", "H", "H", "H", "H", "H", "H", "H", "H", "H", "H", "H", "H", "H", "H", "H", "H", "H", "H", "H", "H", "H", "H", "H", "H", "H", "H", "H", "H", "H", "H", "H", "H", "H", "H", "H", "C", "C", "N", "N", "C", "S", "N", "N", "H", "H", "H", "H", "H", "H", "N", "C", "C", "C", "C", "C", "N", "C", "H", "H", "H", "H", "C", "Si", "C", "C", "O", "H", "H", "H", "H", "H", "H", "H", "H", "H"],
  "coordinates": [[-0.097, 0.273, -0.079], [-1.941, -2.143, 3.734], [-0.549, -1.634, 4.081], [-0.026, -2.343, 5.327], [0.480, -1.704, 2.502], [2.170, -1.273, 3.214], [2.159, 0.198, 3.611], [3.229, -1.526, 2.148], [0.652, -3.497, 2.192], [1.457, -4.346, 2.948], [1.617, -5.670, 2.580], [0.972, -6.157, 1.453], [0.154, -5.319, 0.718], [-0.027, -3.988, 1.072], [-1.165, -2.779, 0.088], [-2.850, -3.326, 0.845], [-3.186, -4.611, 1.246], [-4.472, -4.926, 1.651], [-5.453, -3.949, 1.631], [-5.123, -2.652, 1.285], [-3.822, -2.329, 0.924], [-3.224, -0.615, 0.730], [-4.009, -0.126, -0.893], [-3.698, 1.340, -1.169], [-3.476, -1.009, -2.012], [-4.364, 0.260, 2.004], [-5.734, 0.816, 1.617], [-3.507, 1.363, 2.629], [-1.281, -3.731, -1.583], [-2.255, -4.659, -1.937], [-2.238, -5.298, -3.163], [-1.209, -5.046, -4.055], [-0.246, -4.109, -3.735], [-0.301, -3.418, -2.527], [0.857, -2.075, -2.099], [2.272, -3.137, -1.443], [3.585, -2.369, -1.350], [2.506, -4.469, -2.143], [1.431, -1.531, -3.818], [0.195, -1.108, -4.609], [2.320, -0.295, -3.710], [-2.634, -1.990, 4.562], [-1.916, -3.204, 3.494], [-2.322, -1.614, 2.863], [-0.622, -0.558, 4.294], [0.056, -3.414, 5.159], [-0.732, -2.182, 6.142], [0.937, -1.955, 5.646], [2.400, -1.887, 4.090], [1.829, 0.805, 2.767], [3.156, 0.528, 3.898], [1.489, 0.371, 4.450], [3.051, -0.886, 1.281], [3.206, -2.565, 1.822], [4.225, -1.311, 2.537], [1.979, -3.988, 3.825], [2.249, -6.324, 3.167], [1.103, -7.190, 1.158], [-0.356, -5.705, -0.155], [-2.425, -5.381, 1.249], [-4.715, -5.932, 1.971], [-6.469, -4.194, 1.906], [-5.892, -1.896, 1.305], [-5.093, -0.278, -0.803], [-2.643, 1.466, -1.415], [-3.929, 1.955, -0.303], [-4.281, 1.707, -2.013], [-2.400, -0.882, -2.121], [-3.943, -0.743, -2.960], [-3.683, -2.059, -1.810], [-4.530, -0.511, 2.769], [-5.658, 1.597, 0.865], [-6.208, 1.251, 2.500], [-6.395, 0.039, 1.243], [-3.351, 2.174, 1.917], [-2.532, 0.959, 2.908], [-3.974, 1.780, 3.523], [-3.042, -4.889, -1.235], [-3.015, -6.006, -3.422], [-1.158, -5.573, -5.000], [0.556, -3.932, -4.438], [1.925, -3.355, -0.424], [4.047, -2.301, -2.333], [4.276, -2.889, -0.686], [3.424, -1.367, -0.954], [2.899, -4.323, -3.148], [1.588, -5.049, -2.198], [3.233, -5.049, -1.574], [1.976, -2.333, -4.333], [-0.319, -0.323, -4.055], [-0.498, -1.928, -4.780], [0.488, -0.698, -5.575], [1.744, 0.513, -3.259], [2.625, 0.024, -4.708], [3.214, -0.474, -3.122], [5.346, 1.706, -2.237], [5.195, 2.680, -1.138], [6.115, 3.496, -0.722], [5.550, 4.195, 0.294], [4.264, 3.821, 0.510], [3.210, 4.361, 1.649], [4.039, 2.840, -0.427], [2.887, 2.078, -0.491], [6.377, 1.707, -2.573], [4.690, 1.969, -3.063], [5.064, 0.716, -1.887], [6.059, 4.908, 0.786], [2.266, 2.412, 0.255], [2.388, 2.199, -1.375], [-1.197, 4.524, 5.711], [-1.071, 4.366, 4.577], [-0.924, 4.152, 3.197], [-1.699, 4.853, 2.257], [-1.526, 4.560, 0.920], [-0.583, 3.606, 0.551], [0.161, 2.943, 1.439], [-0.004, 3.210, 2.717], [-2.402, 5.600, 2.598], [-2.096, 5.075, 0.160], [-0.412, 3.369, -0.492], [0.621, 2.673, 3.421], [-2.084, 2.048, -4.584], [-0.623, 2.822, -3.598], [0.729, 3.107, -4.938], [-1.332, 4.559, -3.171], [-0.109, 2.041, -2.352], [-2.230, 2.539, -5.543], [-3.011, 2.152, -4.027], [-1.948, 0.989, -4.784], [0.367, 3.692, -5.779], [1.065, 2.150, -5.327], [1.598, 3.617, -4.530], [-1.695, 5.084, -4.049], [-0.590, 5.191, -2.692], [-2.168, 4.460, -2.483]],
  "forces_ev_per_angstrom": [[0.10, 0.85, -0.36], [0.05, 0.21, 0.03], [-0.02, 0.05, -0.21], [-0.01, 0.22, -0.22], [0.56, 0.13, 1.25], [-0.19, -0.14, -0.24], [-0.02, -0.21, 0.04], [-0.11, -0.08, 0.08], [0.02, 0.10, 0.04], [0.05, -0.11, 0.09], [0.13, -0.07, 0.13], [-0.02, -0.11, -0.02], [0.11, -0.38, 0.00], [-0.24, 0.29, -0.30], [-0.34, -0.79, -0.05], [0.40, 0.15, -0.16], [-0.15, -0.28, 0.12], [0.07, -0.16, -0.01], [-0.18, -0.01, 0.06], [-0.19, -0.02, -0.01], [0.03, 0.01, 0.04], [-1.11, 0.60, 0.05], [0.05, -0.07, 0.18], [-0.12, -0.10, 0.07], [-0.19, -0.02, 0.06], [0.31, -0.05, 0.05], [0.18, -0.22, 0.03], [-0.09, -0.16, 0.09], [-0.04, 0.26, 0.36], [-0.17, -0.25, -0.07], [-0.13, -0.11, -0.01], [0.10, -0.06, -0.18], [-0.01, -0.15, -0.10], [-0.04, 0.11, -0.14], [0.93, -0.31, -0.83], [-0.13, 0.10, 0.06], [-0.22, -0.01, 0.16], [-0.17, 0.03, 0.25], [-0.05, -0.12, 0.27], [0.00, -0.19, -0.02], [0.03, -0.15, 0.06], [-0.08, 0.00, 0.12], [-0.04, -0.10, -0.03], [-0.05, -0.07, 0.07], [0.01, -0.08, -0.02], [0.03, -0.13, -0.01], [-0.05, -0.04, 0.11], [0.15, -0.02, 0.07], [-0.05, 0.03, -0.02], [0.01, 0.14, -0.04], [0.09, 0.08, 0.03], [-0.09, 0.13, 0.10], [0.05, 0.03, -0.08], [0.07, -0.03, -0.11], [0.10, 0.07, -0.02], [0.05, 0.09, 0.04], [0.05, -0.02, 0.04], [0.02, -0.06, -0.02], [-0.02, -0.07, -0.11], [0.05, -0.10, -0.01], [-0.01, -0.06, -0.01], [-0.09, -0.01, 0.05], [-0.10, 0.10, 0.04], [0.09, 0.05, 0.00], [0.13, 0.09, -0.06], [0.02, 0.22, 0.05], [-0.03, 0.07, -0.11], [0.15, -0.05, -0.07], [-0.02, 0.05, -0.14], [0.07, -0.09, -0.07], [0.11, 0.08, -0.11], [-0.03, 0.08, -0.12], [-0.03, 0.05, 0.02], [-0.12, 0.02, -0.13], [0.10, 0.10, -0.03], [0.09, 0.11, 0.04], [-0.07, 0.08, 0.07], [-0.12, -0.04, 0.04], [-0.05, -0.05, 0.01], [-0.02, 0.00, -0.03], [0.04, 0.09, -0.06], [0.08, 0.03, -0.09], [0.11, 0.10, -0.10], [0.10, -0.04, 0.04], [0.12, 0.15, -0.01], [0.01, -0.01, -0.18], [0.06, -0.10, -0.05], [0.14, -0.07, 0.00], [-0.08, 0.04, 0.04], [-0.10, 0.09, 0.03], [-0.09, 0.06, -0.04], [0.02, 0.09, -0.11], [-0.02, 0.19, 0.09], [0.05, 0.07, -0.08], [0.14, 0.05, 0.08], [-0.08, 0.02, 0.06], [0.28, -0.05, 0.02], [0.47, -0.16, -0.51], [-0.88, -0.64, -0.29], [0.24, 0.07, -0.03], [-0.42, 0.33, 0.55], [0.58, 1.01, 0.39], [-0.55, -0.58, 0.00], [0.05, -0.01, -0.03], [-0.06, -0.04, -0.14], [-0.02, -0.16, -0.02], [-0.14, -0.08, 0.02], [0.18, 0.07, -0.01], [0.06, 0.27, 0.00], [0.02, 0.01, -0.21], [-0.11, 0.17, 1.33], [0.07, -0.16, -1.70], [0.29, -0.30, 0.38], [0.11, 0.07, -0.01], [-0.12, 0.18, 0.19], [-0.04, -0.17, -0.47], [-0.27, 0.26, 0.64], [-0.06, -0.01, -0.04], [-0.01, 0.00, -0.06], [-0.03, -0.16, -0.28], [0.03, -0.05, 0.02], [0.40, 0.04, 0.34], [-0.58, 0.94, -1.54], [-0.35, -0.06, 0.49], [0.31, -0.42, -0.01], [0.51, -0.72, 1.31], [0.05, 0.19, -0.17], [-0.22, 0.01, 0.16], [0.06, -0.21, -0.02], [-0.15, 0.16, -0.17], [0.08, -0.27, -0.08], [0.17, 0.11, 0.13], [-0.08, 0.08, -0.25], [0.22, 0.15, 0.12], [-0.22, -0.08, 0.16]]
}